A cluster of 22 separate species, C74H207N15O29 in total, computed with ωB97M-V/def2-TZVPD.

F_max in eV/A: 3.20
Highest occupied orbital energy in eV: -8.745
LUMO energy in eV: 0.234
Energy above the lowest of the compared OMol25 structures with the same formula, charge and spin in kcal per mole: 0.0
E in eV: -161808.6688

Geometry (Å):
O1 0.96935 2.68056 2.02417
O2 2.06323 -0.87044 0.36313
O3 -1.40917 3.59400 -3.94110
O4 3.55825 2.77218 6.06748
O5 6.55056 -1.04668 0.04351
O6 8.82147 4.42827 1.04829
O7 -0.30201 -0.99293 -4.80212
O8 3.54286 5.07670 0.61452
O9 3.12671 2.26017 0.21977
O10 -0.06012 -3.92250 -2.44680
O11 -0.97486 0.94241 4.87755
O12 9.13681 0.28875 -0.55445
O13 -4.81004 -3.01976 1.03176
O14 -3.06533 5.40082 0.74764
O15 -6.00784 3.82391 3.50486
O16 2.79413 1.63041 3.80347
O17 2.91534 1.35573 -6.98755
O18 -5.69937 1.36792 -1.69844
O19 -6.48725 5.70767 -0.40897
O20 7.58431 -6.30131 -1.63381
O21 5.43655 3.41289 1.49306
O22 4.63580 -0.11584 -3.29561
O23 -1.10748 -4.32070 4.07553
O24 -1.54582 0.25787 0.35950
O25 -0.17762 -8.36523 2.78983
O26 5.25807 -2.64906 5.10560
O27 -4.11442 7.95619 1.41827
O28 4.23665 -3.66106 -6.38965
O29 -1.08401 3.63030 4.04569
N1 -7.02098 7.44180 1.77221
N2 7.61717 0.39240 -2.77319
N3 -2.92476 2.45551 -0.84354
N4 1.18046 -8.17495 5.26627
N5 -2.74773 0.03434 8.01461
N6 -4.15811 -3.64650 6.17172
N7 4.18078 -1.09272 1.97876
N8 1.82540 4.11399 -4.62619
N9 -3.30979 -5.59865 -2.83816
N10 7.00490 -3.19484 -1.65349
N11 -2.78364 -0.18578 -7.47723
N12 -7.63960 3.12314 0.95347
N13 -8.69406 3.98368 4.69252
N14 0.88492 -3.70500 -5.06258
N15 -5.59092 -3.77522 -2.63183
C1 2.66873 3.28100 -0.72488
C2 7.81060 -6.81558 -0.34295
C3 4.18138 -3.49307 2.32770
C4 2.49671 3.52812 -5.78943
C5 0.88847 -6.99798 4.41097
C6 -2.27619 3.24299 -1.79094
C7 1.86923 -5.91680 4.78871
C8 4.82893 -3.61926 -7.72450
C9 -0.43583 -0.56767 -7.73063
C10 -6.10230 1.24425 1.26531
C11 3.96966 3.98608 -5.76897
C12 6.71788 3.26006 0.98088
C13 -0.96556 4.07390 2.71688
C14 2.33490 -3.97613 -5.06562
C15 -7.16158 6.94129 -0.66479
C16 -2.14170 2.58726 -3.21556
C17 -2.02442 -3.63003 4.87959
C18 0.84053 -3.81081 -1.35706
C19 -7.88367 7.16673 0.62274
C20 -6.27065 3.82048 4.88627
C21 7.15130 2.71438 -2.79561
C22 -0.18033 -9.10428 1.54512
C23 -8.80086 8.35137 0.48994
C24 -3.09092 1.86541 6.73588
C25 -1.30457 3.49171 -5.33166
C26 -1.65524 -0.78142 -6.80338
C27 4.21173 -2.12594 2.99801
C28 0.86369 -0.41398 0.89996
C29 -2.40464 -3.92434 -4.33936
C30 -0.27190 -3.51782 3.33097
C31 -5.61770 5.38445 -1.51538
C32 -6.98341 -2.45344 -1.09287
C33 -4.67652 4.19725 3.26856
C34 -1.50964 0.46601 3.61887
C35 2.38736 2.03056 -5.80531
C36 6.38058 -5.63797 -1.90490
C37 3.45560 4.52337 -0.69179
C38 0.52910 3.98802 2.37021
C39 3.32937 0.05009 -6.78268
C40 -6.52755 2.40283 0.37487
C41 -3.79387 -2.00752 0.81115
C42 2.68689 0.85238 4.95730
C43 7.75414 3.98104 1.80547
C44 -3.28034 -4.47575 5.36098
C45 -0.95977 3.68498 -1.16212
C46 2.81255 -3.79905 -6.50555
C47 -1.40043 -0.28599 -5.34647
C48 3.86931 -0.21792 -2.10288
C49 -2.65090 0.42705 6.62241
C50 4.64591 -3.82435 -1.23954
C51 -7.62066 3.24728 5.34708
C52 -2.35193 6.61131 0.36888
C53 -5.05685 -3.82751 -0.13643
C54 8.97958 -0.87837 0.17058
C55 -1.26024 -4.65546 -2.10669
C56 6.54000 1.37386 -2.51084
C57 -6.82134 1.99686 -1.08940
C58 -1.24771 0.27235 6.09964
C59 -2.70476 7.63825 1.45253
C60 6.09930 -4.31714 -1.13546
C61 5.39606 -1.87200 3.93763
C62 0.11581 -0.54339 -3.52780
C63 2.46882 1.88484 6.06469
C64 5.35258 1.10219 -3.48321
C65 -5.54737 -3.04993 -1.37843
C66 -5.98634 0.91424 -3.03976
C67 -2.06054 -5.06911 -3.35715
C68 0.88177 -7.41853 2.90838
C69 7.62521 -0.89015 0.95349
C70 5.80250 -2.10476 6.31587
C71 -0.23211 -0.09792 -0.13553
C72 -7.85396 1.78698 4.83686
C73 2.64142 -5.29630 -4.40124
C74 -4.14275 -5.00231 4.15598
H1 -2.92417 -2.49164 0.36688
H2 2.05752 3.94347 -6.69645
H3 7.30721 4.82490 2.33107
H4 -0.63966 -0.83317 -8.76796
H5 1.36728 1.65171 -5.74200
H6 1.21254 -4.78653 -1.04453
H7 -1.80194 1.09825 -0.02751
H8 4.80924 2.84195 1.04348
H9 3.38288 3.51160 6.65407
H10 2.81530 1.71029 -4.85536
H11 9.87599 -1.00891 0.77681
H12 -4.60952 4.31999 2.18758
H13 2.19150 -5.32931 -3.40898
H14 4.31223 -3.68480 -2.26778
H15 -8.82128 1.35678 5.09633
H16 1.43277 -4.98426 4.43099
H17 -0.15411 0.48162 -7.64273
H18 1.69580 3.57735 -0.33289
H19 -1.51760 1.69393 -3.19189
H20 2.26927 1.43401 7.03682
H21 4.18979 4.49969 1.02699
H22 -8.33874 4.91149 4.51082
H23 6.28651 -2.16817 3.38311
H24 2.11598 -6.11070 -4.89999
H25 -3.29907 -4.10899 -4.93433
H26 4.15909 -0.20076 2.45210
H27 4.21344 0.05653 -6.14511
H28 -3.99417 5.61663 0.85850
H29 -2.94242 2.39100 5.79258
H30 -5.12998 6.24468 -1.97389
H31 -2.55027 2.36633 7.53893
H32 0.40510 -4.18421 2.79646
H33 -3.12414 2.37239 -3.63594
H34 -8.24607 9.28842 0.53744
H35 -4.18542 -4.45682 -0.31722
H36 0.50493 -4.06696 -4.19963
H37 1.61780 5.09425 -4.75298
H38 2.11964 -5.86614 5.84834
H39 1.81638 0.19897 4.89948
H40 2.02734 -8.61459 4.93520
H41 6.83103 -1.78157 -0.50684
H42 -6.21550 4.80257 5.35590
H43 -2.30591 -2.69281 4.39948
H44 -6.86414 0.28226 -3.17461
H45 5.56116 -0.81016 4.12019
H46 -5.82178 -4.55575 0.13312
H47 8.04134 3.30868 2.61389
H48 -1.55111 -3.43990 5.84289
H49 -1.62921 -3.49993 -4.97707
H50 -5.75393 3.15118 0.20278
H51 -7.50947 -2.29213 -2.03379
H52 -2.21676 3.19728 -5.85062
H53 -1.10087 -5.63057 -1.64638
H54 -0.40705 4.42397 -1.74221
H55 0.52117 -1.24199 1.52060
H56 -5.80251 1.76146 2.17675
H57 5.04822 -1.09305 1.46143
H58 1.73152 -3.26177 -1.66169
H59 -4.28612 -1.21031 0.25415
H60 -3.13430 -0.80697 -8.19225
H61 3.17063 2.46543 4.09087
H62 6.63056 3.75898 0.01572
H63 0.71393 -9.70993 1.39811
H64 -0.12529 -6.70654 4.68563
H65 -2.44498 -0.92897 8.03649
H66 3.34579 -3.59738 1.63559
H67 3.98052 5.07602 -5.77176
H68 0.94614 2.15454 2.82689
H69 -1.98322 8.45134 1.53232
H70 0.40578 -2.97020 3.98593
H71 -1.28658 4.51793 -5.69862
H72 -6.04903 1.77330 -3.70773
H73 -5.50731 3.20818 5.36637
H74 -1.14614 0.76506 -5.48336
H75 0.39979 -1.19617 -7.42270
H76 8.56650 5.27619 0.67733
H77 1.60095 2.54070 5.99566
H78 -1.27358 6.45369 0.38897
H79 -9.42181 8.47489 -0.39734
H80 5.08975 -3.66161 1.74928
H81 -3.98557 3.40964 3.56916
H82 -6.68219 8.39323 1.76225
H83 -4.72987 -4.28606 -2.76499
H84 6.36763 -5.39898 -2.96829
H85 6.85938 -7.11352 0.09811
H86 -3.08156 -6.43462 -2.31936
H87 6.88542 -1.98175 6.33136
H88 -4.44264 5.15073 3.74216
H89 -2.34066 -0.44148 -4.81743
H90 -6.24050 5.00753 -2.32665
H91 0.50729 -3.35973 -0.42241
H92 0.91355 3.70843 -4.47085
H93 -0.31997 -8.38514 0.73800
H94 1.00996 -1.09074 -3.22950
H95 -4.91734 -5.60107 4.63515
H96 -3.84922 -5.99295 -3.59556
H97 -8.80386 3.46523 3.83273
H98 6.15145 1.33471 -1.49320
H99 2.83419 -5.94337 4.28250
H100 0.74919 -6.57112 2.23577
H101 -2.93834 3.07117 -0.04299
H102 -2.50059 0.59876 -8.04687
H103 7.74118 0.48845 -3.77094
H104 -1.00656 4.12936 -0.16793
H105 -7.14532 2.81616 -1.73118
H106 -3.90046 2.26179 -1.01843
H107 3.70551 -5.52234 -4.46994
H108 -7.66674 1.68744 3.76768
H109 2.74965 -1.09937 0.99402
H110 -9.40828 8.22970 1.38678
H111 3.30421 -2.02942 3.59399
H112 -7.33845 3.42433 1.86927
H113 -5.15231 0.27650 -3.33268
H114 4.46662 4.26432 -1.00619
H115 -1.04068 -0.78593 5.94066
H116 2.97942 5.21252 -1.38924
H117 4.53202 -0.59463 -1.32379
H118 -7.67621 1.32419 -1.15877
H119 -2.63272 7.17806 2.43799
H120 -2.83043 4.16734 -1.95372
H121 5.72550 1.11253 -4.50738
H122 -7.71769 4.03095 0.51770
H123 1.03757 4.38472 3.24895
H124 5.35543 -1.14028 6.55671
H125 -3.74480 -0.12428 7.98657
H126 0.76440 4.67736 1.55932
H127 -8.43427 6.27936 0.93503
H128 -0.23001 2.89179 -0.99960
H129 8.54437 0.39770 -1.30195
H130 -4.79543 -2.27078 -1.50332
H131 3.21005 -1.07969 -2.20698
H132 0.17056 0.64524 -0.82376
H133 3.62703 0.31879 5.09702
H134 0.81742 -2.70139 -4.97138
H135 -4.25045 8.86941 1.68118
H136 -6.92839 -1.56287 -0.46682
H137 4.34938 3.63265 -4.81033
H138 -1.42514 3.46925 1.93502
H139 0.32971 0.52532 -3.54143
H140 6.33605 -4.44824 -0.07959
H141 4.52893 -2.79550 -0.89912
H142 2.54767 -4.64931 -7.13403
H143 -3.30209 -0.13538 5.95328
H144 5.60309 -6.40188 -1.91351
H145 -1.05434 2.67316 4.11355
H146 -2.59233 0.46962 3.49295
H147 -4.15104 2.08323 6.86554
H148 4.36350 -4.26106 -8.47255
H149 -1.19967 5.13835 2.73261
H150 -0.78378 -2.81779 2.67063
H151 -1.78964 -1.86186 -6.75157
H152 -1.87712 -4.03260 -1.45891
H153 -1.10185 -0.52590 3.42410
H154 -3.56477 -1.52372 1.76065
H155 4.46900 -2.69617 -8.17886
H156 -5.01321 -4.14201 6.37997
H157 -4.39312 -4.13687 3.54244
H158 -7.72774 6.68539 -1.56038
H159 7.24268 2.69811 -3.88165
H160 2.30165 -2.95009 -6.95980
H161 5.91614 -3.67915 -7.77424
H162 6.69368 -2.93977 -2.57987
H163 7.67566 -1.81773 1.52372
H164 2.49846 -0.50350 -6.34539
H165 -6.89375 0.49501 1.28429
H166 -4.66342 -3.00475 5.57765
H167 3.22414 0.58086 -1.73708
H168 -4.87289 4.61796 -1.30127
H169 8.33587 -6.08770 0.27544
H170 -1.15501 1.14103 2.83997
H171 3.61174 -0.38869 -7.73967
H172 7.89550 -3.58967 -1.92003
H173 0.44057 -8.75009 4.88958
H174 8.50900 -7.64886 -0.42020
H175 -6.17134 6.89862 1.71609
H176 2.51137 2.81832 -1.69918
H177 -0.41510 -1.04575 -0.64173
H178 -7.11988 1.15423 5.33572
H179 -0.51995 0.60286 6.84073
H180 -0.97572 -9.84640 1.47640
H181 -5.23465 0.76717 0.80960
H182 4.23516 -4.24113 3.11866
H183 -5.55617 -3.06797 -3.35204
H184 4.59995 1.87299 -3.31734
H185 -6.58292 7.83975 -0.87930
H186 6.88228 2.20886 0.74413
H187 4.09030 -4.53760 -0.63072
H188 1.06155 0.43478 1.55460
H189 4.56001 3.57024 -6.58547
H190 7.54324 -0.03182 1.62031
H191 -1.41818 -5.86542 -3.73316
H192 1.79339 -8.00013 2.77130
H193 -0.54362 2.84275 -5.76513
H194 -7.70275 3.28517 6.43332
H195 5.65595 -2.87293 7.07517
H196 -2.58641 -3.02002 -3.75861
H197 7.14692 -0.49983 -2.71940
H198 6.52464 3.58723 -2.61249
H199 8.10368 2.89620 -2.29762
H200 -0.69039 -0.53603 -2.79426
H201 -7.63004 -3.21047 -0.64915
H202 -2.61034 6.92611 -0.64218
H203 2.49498 2.12189 0.92927
H204 -2.92450 -5.35860 5.89207
H205 2.72750 -3.18674 -4.42465
H206 9.05303 -1.69131 -0.55182
H207 -3.48543 -5.72255 3.66884

***

A structure of composition C10H9Cl2NOOs, computed with ωB97M-V/def2-TZVPD.

F_max in eV/A: 3.65
Total charge: +2
Highest occupied orbital energy (alpha / beta) in eV: -16.146 / -17.126
LUMO energy (alpha / beta) in eV: -9.360 / -11.009
2S+1: 5
Energy above the lowest of the compared OMol25 structures with the same formula, charge and spin in kcal per mole: 15.1
E in eV: -41543.1085

Geometry (Å):
Os1 0.34417 -0.04996 -0.72300
Cl1 0.46383 -4.28983 1.76617
Cl2 1.57259 -1.12321 5.98358
O1 0.32711 -1.71688 0.31148
N1 0.71415 0.67405 1.22719
C1 0.97839 -2.55559 3.79249
C2 0.91509 1.95468 1.64936
C3 0.54656 0.06071 -2.68769
C4 0.91921 -0.32615 2.09553
C5 0.73583 -2.74668 2.43732
C6 1.17557 -0.11691 3.50151
C7 0.69438 -1.61898 1.55672
C8 1.22898 -1.28213 4.32222
C9 1.16801 2.22621 2.99769
C10 1.27668 1.21520 3.94187
H1 -1.21514 -0.53155 -0.91661
H2 0.99383 -3.41896 4.44212
H3 -0.04250 0.89183 -3.09564
H4 -1.27996 0.24320 -0.47396
H5 1.63523 0.28192 -2.75336
H6 1.28656 3.26726 3.28513
H7 1.42382 1.42874 4.99805
H8 0.83101 2.69784 0.85073
H9 0.32080 -0.91121 -3.15668